[1]
Entry from the OMol25 dataset: C5H7FS2 in the gas phase in a non-equilibrium geometry (ωB97M-V/def2-TZVPD).

Values from the calculation:
- Kohn-Sham gap (eV) = 9.45
- calculated total energy (eV) = -29685.3253
- highest occupied orbital energy (eV) = -8.71
- ΔE to the lowest compared entry with this formula, charge and spin (kJ/mol) = 61.4
- spin multiplicity = 1

Structure (XYZ):
```
15
Properties=species:S:1:pos:R:3:forces:R:3
F -1.54494 -1.43177 -0.90223 0.21 1.18 0.83
C -0.95604 -0.49828 -0.02854 0.00 0.05 -0.56
C 0.03629 -1.12599 0.87693 1.20 0.70 0.21
S 1.62865 -1.47164 -0.00133 -0.49 -0.88 0.58
C 2.02720 0.16566 -0.63993 1.04 0.53 -0.23
S 1.01355 1.50263 0.02671 -0.44 -0.26 -0.87
C -0.56006 0.84616 -0.58363 0.56 0.35 0.02
C -1.65925 0.75188 0.41130 -0.46 -0.42 0.66
H 0.33670 -0.42190 1.67123 -0.51 -0.33 -0.30
H -0.34234 -2.01224 1.35218 0.02 -0.58 -0.04
H 1.93404 0.09342 -1.74098 0.16 0.42 0.60
H 3.08782 0.42463 -0.35006 -1.09 -0.36 -0.45
H -0.88044 1.11170 -1.58408 0.27 -0.14 -0.07
H -2.65528 0.94443 0.07802 -0.43 -0.01 -0.34
H -1.46590 1.12131 1.41442 -0.02 -0.24 -0.05
```
Forces are in eV/Å.

=====

[2]
Entry from the OMol25 dataset: C6H11NO in the gas phase in a non-equilibrium geometry (ωB97M-V/def2-TZVPD).

Values from the calculation:
- Kohn-Sham gap (eV) = 9.54
- calculated total energy (eV) = -9932.3854
- highest occupied orbital energy (eV) = -8.81
- ΔE to the lowest compared entry with this formula, charge and spin (kJ/mol) = 585.6
- spin multiplicity = 1

Structure (XYZ):
```
19
Properties=species:S:1:pos:R:3:forces:R:3
N 2.85417 -0.09296 0.22161 -2.09 0.03 3.32
C 1.60688 -0.71784 -0.30668 -0.55 3.25 0.85
C 0.46329 0.24212 -0.71794 2.16 -1.14 -1.67
C 0.03331 1.57734 -0.31827 -1.49 -0.60 3.99
C -1.46356 1.08318 0.20440 -1.93 0.95 -0.17
C -1.43453 -0.39812 0.56631 2.81 -0.66 -0.02
O -2.19677 -1.08041 -0.31924 1.40 -5.84 -2.39
C 0.21967 -0.58881 0.43740 -1.40 0.29 2.21
H 2.54549 0.50381 1.19713 1.29 -2.28 -3.54
H 3.47950 -0.86523 0.53062 -0.54 0.86 0.06
H 1.75501 -1.44670 -1.03848 0.49 -1.22 -0.80
H 0.01541 -0.20183 -1.60335 -0.37 0.26 -0.12
H 0.55202 1.68283 0.70458 -0.38 1.13 -1.82
H 0.00831 2.43843 -0.94518 0.11 0.47 -0.46
H -2.02246 1.44121 1.11001 1.21 1.20 -0.66
H -2.24744 1.21696 -0.60911 1.12 -0.25 0.70
H -1.77496 -0.64287 1.56333 0.20 0.24 0.60
H -1.67705 -2.07061 -0.44247 -2.60 4.12 0.51
H 0.41086 0.05074 1.34420 0.55 -0.82 -0.60
```
Forces are in eV/Å.

=====

[3]
Entry from the OMol25 dataset: C4H5NS2 in the gas phase in a non-equilibrium geometry (ωB97M-V/def2-TZVPD).

Values from the calculation:
- Kohn-Sham gap (eV) = 8.39
- calculated total energy (eV) = -27387.9278
- highest occupied orbital energy (eV) = -9.37
- ΔE to the lowest compared entry with this formula, charge and spin (kJ/mol) = 172.5
- spin multiplicity = 1

Structure (XYZ):
```
12
Properties=species:S:1:pos:R:3:forces:R:3
C 1.09899 0.13191 0.53531 1.60 1.08 1.45
C -0.27420 -0.05551 0.00874 -1.59 -1.23 -0.46
S -1.55420 1.02981 0.71958 0.47 0.73 2.09
C -0.72074 -1.45829 0.18769 -0.06 -2.35 0.44
N -0.96470 -2.58686 0.36827 0.41 2.48 -0.39
C -0.28849 0.32017 -1.44461 -0.47 -0.63 -2.36
S -0.66563 -0.48933 -2.82791 0.31 0.41 1.96
H 1.76495 -0.54704 0.01038 0.19 -0.01 -0.01
H 1.43194 1.19113 0.36188 -0.27 -0.97 0.13
H 1.19175 -0.07685 1.63937 -0.29 0.16 -1.12
H -1.00913 1.20088 2.04718 -0.63 -0.40 -1.98
H -0.01056 1.33999 -1.60588 0.32 0.73 0.25
```
Forces are in eV/Å.

=====

[4]
Entry from the OMol25 dataset: a molecular structure, C2H6NO2P in a non-equilibrium geometry (ωB97M-V/def2-TZVPD).

Values from the calculation:
- Kohn-Sham gap (eV) = 9.44
- calculated total energy (eV) = -17044.4456
- highest occupied orbital energy (eV) = -8.70
- ΔE to the lowest compared entry with this formula, charge and spin (kJ/mol) = 127.5
- spin multiplicity = 1

Structure (XYZ):
```
12
Properties=species:S:1:pos:R:3:forces:R:3
C -0.76985 -0.65367 -0.26938 -2.19 0.88 -3.37
C -0.29873 0.56566 -0.31609 -1.05 -0.61 0.53
N 0.40610 1.19934 0.68710 1.67 2.53 0.80
O 2.68054 0.33509 -1.01497 0.85 1.88 -3.40
O 1.78070 -1.38343 0.28476 -0.50 -0.11 3.91
P 2.32947 0.11794 0.35843 1.47 -1.32 2.45
H -0.78735 -1.26831 0.51052 0.18 -2.34 3.29
H -1.44235 -0.95149 -1.10883 0.99 0.11 0.56
H -0.43294 0.96428 -1.27513 0.34 1.73 -0.78
H 0.40362 1.01860 1.71927 -0.79 -0.16 -1.74
H 0.76597 2.18322 0.50108 -0.91 -1.89 0.23
H 1.76145 -1.79208 -0.54180 -0.06 -0.71 -2.48
```
Forces are in eV/Å.